[1]
Density functional theory data (the ωB97M-V functional and the def2-TZVPD basis) for a molecular structure, C20H16BrLaN2O8S3.

Values from the calculation:
HOMO energy = -3.23 eV
Net charge = -2
ΔE to the lowest compared entry with this formula, charge and spin = 0.3330 eV

Cartesian coordinates (Å):
La1 0.11 0.64 0.05
O1 -0.51 3.65 3.76
C1 -0.33 2.63 3.12
O2 0.37 2.44 2.07
C2 -1.11 1.44 3.64
C3 -0.26 0.15 3.68
C4 -0.86 -0.87 4.68
C5 -2.17 -1.32 3.91
C6 -2.07 -0.47 2.63
O3 -0.64 -0.44 2.43
C7 -2.43 1.00 2.87
C8 -2.75 1.78 1.54
O4 -3.74 2.54 1.55
O5 -2.13 1.41 0.50
H1 -1.36 1.77 4.67
H2 0.79 0.24 3.66
H3 -1.16 -0.40 5.60
H4 -0.25 -1.78 4.85
H5 -3.11 -1.16 4.40
H6 -2.11 -2.34 3.57
H7 -2.51 -0.92 1.70
H8 -3.24 1.18 3.56
O6 1.80 -0.73 1.46
N1 3.01 -1.07 1.13
C9 3.61 -2.05 1.85
C10 4.87 -2.43 1.57
C11 5.65 -1.77 0.62
C12 5.04 -0.74 -0.07
C13 3.71 -0.32 0.22
S1 3.03 0.97 -0.65
H9 2.90 -2.47 2.62
H10 5.29 -3.25 2.12
H11 6.63 -2.10 0.40
H12 5.48 -0.13 -0.85
Br1 -0.83 -2.04 -0.86
O7 1.47 0.64 -7.00
S2 0.37 1.30 -6.40
O8 -0.44 2.12 -7.30
N2 0.89 2.09 -5.03
C14 0.16 1.78 -3.96
S3 0.43 2.47 -2.45
C15 -0.94 0.83 -4.27
C16 -1.84 0.36 -3.32
C17 -2.77 -0.52 -3.76
C18 -2.77 -0.93 -5.08
C19 -1.76 -0.62 -6.02
C20 -0.84 0.30 -5.56
H13 -1.83 0.80 -2.35
H14 -3.44 -1.04 -3.06
H15 -3.49 -1.65 -5.40
H16 -1.91 -0.96 -7.05



[2]
Density functional theory data (the ωB97M-V functional and the def2-TZVPD basis) for a molecular structure, C41H59ClCsN5PSbSe4.

Values from the calculation:
HOMO energy = -0.46 eV
Net charge = -2
ΔE to the lowest compared entry with this formula, charge and spin = 1.7441 eV

Cartesian coordinates (Å):
Cs1 0.41 -2.42 0.77
N1 -2.16 0.02 -2.33
C1 -0.94 -0.63 -2.76
C2 -1.08 -2.15 -2.68
N2 0.22 -2.76 -2.50
H1 -2.92 -0.17 -2.98
H2 -2.04 1.03 -2.27
H3 -0.13 -0.33 -2.08
H4 -0.63 -0.35 -3.79
H5 -1.61 -2.51 -3.58
H6 -1.71 -2.37 -1.80
H7 0.81 -2.56 -3.30
H8 0.13 -3.77 -2.43
C3 -2.84 1.36 4.40
C4 -3.69 0.16 4.70
C5 -4.53 0.16 5.80
C6 -5.31 -0.95 6.10
C7 -5.25 -2.07 5.29
C8 -4.41 -2.08 4.19
C9 -3.63 -0.97 3.87
P1 -2.32 -1.06 2.57
C10 -3.02 0.18 1.39
C11 -2.08 1.10 0.93
C12 -2.46 2.20 0.17
C13 -3.80 2.38 -0.13
C14 -4.73 1.45 0.29
C15 -4.37 0.35 1.05
C16 -5.42 -0.65 1.42
C17 -2.42 -2.75 1.98
C18 -1.79 -3.58 2.92
C19 -1.55 -4.92 2.72
C20 -1.94 -5.47 1.48
C21 -2.52 -4.70 0.53
C22 -2.78 -3.29 0.68
C23 -3.35 -2.61 -0.35
H9 -2.79 2.03 5.26
H10 -3.23 1.91 3.54
H11 -1.83 1.03 4.13
H12 -4.56 1.03 6.45
H13 -5.95 -0.93 6.97
H14 -5.86 -2.93 5.51
H15 -4.34 -2.96 3.57
H16 -1.04 0.97 1.19
H17 -1.72 2.91 -0.15
H18 -4.11 3.23 -0.73
H19 -5.77 1.58 0.02
H20 -6.21 -0.65 0.67
H21 -5.87 -0.41 2.39
H22 -4.98 -1.64 1.48
H23 -1.53 -3.13 3.88
H24 -1.07 -5.53 3.47
H25 -1.77 -6.53 1.31
H26 -2.82 -5.14 -0.42
H27 -3.52 -1.55 -0.34
H28 -3.69 -3.13 -1.23
Se1 2.85 -4.52 2.00
Se2 4.72 -3.25 1.65
Se3 4.65 -2.59 -0.57
Se4 4.97 -0.32 -0.72
C24 5.21 2.66 -2.87
C25 4.50 2.07 -4.07
C26 4.43 3.08 -5.20
Sb1 2.57 1.20 -3.35
C27 0.90 2.46 -4.26
C28 0.30 3.24 -3.10
C29 1.17 3.40 -5.41
C30 2.44 -0.44 -4.86
C31 3.32 -1.60 -4.42
C32 2.78 -0.03 -6.28
H29 6.22 2.99 -3.15
H30 5.31 1.91 -2.09
H31 4.67 3.51 -2.48
H32 5.05 1.19 -4.40
H33 4.02 4.02 -4.84
H34 3.83 2.73 -6.03
H35 5.44 3.29 -5.58
H36 0.18 1.71 -4.60
H37 1.02 3.96 -2.73
H38 0.02 2.58 -2.29
H39 -0.59 3.80 -3.42
H40 1.86 4.19 -5.11
H41 0.25 3.88 -5.74
H42 1.60 2.88 -6.27
H43 1.39 -0.76 -4.83
H44 4.36 -1.29 -4.38
H45 3.24 -2.43 -5.12
H46 3.05 -1.94 -3.42
H47 3.81 0.32 -6.33
H48 2.12 0.77 -6.63
H49 2.68 -0.88 -6.96
Cl1 5.26 0.35 4.49
C33 3.83 -0.58 4.20
C34 3.28 -1.32 5.23
C35 2.11 -2.01 4.97
C36 1.56 -1.92 3.70
N3 2.10 -1.21 2.72
C37 3.23 -0.57 2.95
H50 3.75 -1.34 6.21
H51 1.65 -2.62 5.73
H52 0.65 -2.45 3.46
H53 3.65 -0.02 2.12
C38 2.73 2.81 0.38
C39 2.01 2.85 1.67
N4 1.26 1.90 2.17
C40 0.85 2.33 3.39
C41 1.34 3.58 3.64
N5 2.07 3.91 2.53
H54 2.88 1.78 0.07
H55 3.70 3.29 0.48
H56 2.16 3.33 -0.40
H57 0.27 1.70 4.03
H58 1.23 4.24 4.48
H59 2.61 4.76 2.41



[3]
Density functional theory data (the ωB97M-V functional and the def2-TZVPD basis) for a molecular structure, C36H80F16N12NaO32S16.

Values from the calculation:
HOMO energy = -3.48 eV
Net charge = -3

Cartesian coordinates (Å):
Na1 6.62 0.67 7.54
C1 1.81 -16.17 16.51
C2 2.12 -16.81 17.88
C3 3.63 -17.01 17.99
N1 4.06 -18.26 18.88
C4 3.45 -18.09 20.36
C5 4.10 -18.92 21.40
C6 5.54 -18.89 21.39
C7 6.05 -19.35 20.05
C8 5.62 -18.37 18.90
C9 3.46 -19.49 18.32
H1 1.69 -17.08 15.91
H2 2.66 -15.66 16.05
H3 0.85 -15.68 16.36
H4 1.56 -17.74 17.77
H5 1.66 -16.28 18.71
H6 3.94 -16.18 18.62
H7 4.22 -16.97 17.07
H8 3.58 -17.05 20.64
H9 2.39 -18.34 20.33
H10 3.84 -18.53 22.39
H11 3.69 -19.93 21.44
H12 6.05 -17.96 21.63
H13 5.95 -19.54 22.16
H14 7.14 -19.38 20.11
H15 5.74 -20.38 19.87
H16 5.96 -17.36 19.14
H17 5.98 -18.72 17.94
H18 3.80 -19.42 17.28
H19 2.38 -19.39 18.38
H20 3.79 -20.39 18.84
C10 -8.83 -10.10 10.04
C11 -10.37 -10.01 10.21
C12 -11.01 -11.29 9.57
N2 -12.46 -11.53 10.10
C13 -13.41 -12.40 9.19
C14 -13.56 -11.71 7.77
C15 -14.24 -10.40 7.90
C16 -13.51 -9.47 8.84
C17 -13.30 -10.22 10.23
C18 -12.46 -12.30 11.46
H21 -8.70 -10.13 8.96
H22 -8.39 -11.00 10.47
H23 -8.41 -9.14 10.33
H24 -10.74 -9.10 9.74
H25 -10.63 -10.06 11.26
H26 -10.49 -12.21 9.85
H27 -11.15 -11.09 8.51
H28 -12.85 -13.32 9.02
H29 -14.41 -12.56 9.59
H30 -12.58 -11.64 7.29
H31 -14.17 -12.23 7.03
H32 -14.37 -9.85 6.97
H33 -15.27 -10.58 8.23
H34 -12.69 -9.00 8.30
H35 -14.07 -8.56 9.07
H36 -12.76 -9.64 10.98
H37 -14.26 -10.49 10.67
H38 -11.86 -11.64 12.09
H39 -11.93 -13.24 11.33
H40 -13.46 -12.28 11.88
C19 1.46 -7.25 11.13
C20 2.50 -6.75 12.15
C21 2.92 -5.28 11.94
N3 3.83 -4.63 13.06
C22 4.19 -3.15 12.65
C23 3.06 -2.15 12.78
C24 2.28 -2.28 14.06
C25 1.74 -3.67 14.39
C26 2.99 -4.61 14.40
C27 5.13 -5.38 13.26
H41 1.10 -8.26 11.35
H42 1.92 -7.46 10.16
H43 0.65 -6.53 11.00
H44 3.39 -7.37 12.25
H45 1.91 -6.84 13.06
H46 2.07 -4.60 11.93
H47 3.50 -5.11 11.04
H48 4.51 -3.23 11.62
H49 5.05 -2.85 13.26
H50 2.25 -2.31 12.07
H51 3.34 -1.11 12.62
H52 1.75 -1.36 14.31
H53 3.04 -2.05 14.80
H54 0.95 -3.88 13.67
H55 1.14 -3.72 15.30
H56 2.74 -5.67 14.52
H57 3.65 -4.30 15.21
H58 5.49 -5.61 12.25
H59 4.86 -6.32 13.73
H60 5.85 -4.87 13.90
C28 2.59 11.67 13.61
C29 2.67 11.37 15.13
C30 3.96 10.65 15.56
N4 4.08 10.24 17.04
C31 3.09 9.15 17.43
C32 3.49 7.76 16.71
C33 4.86 7.31 17.28
C34 5.89 8.27 16.74
C35 5.55 9.71 17.30
C36 3.81 11.47 17.89
H61 2.78 10.81 12.96
H62 3.37 12.43 13.51
H63 1.66 12.17 13.36
H64 1.80 10.78 15.42
H65 2.56 12.36 15.58
H66 4.79 11.35 15.42
H67 4.19 9.74 15.00
H68 2.16 9.53 17.01
H69 3.05 9.12 18.51
H70 3.34 7.81 15.63
H71 2.80 7.04 17.14
H72 5.11 6.34 16.83
H73 4.94 7.22 18.36
H74 5.91 8.22 15.65
H75 6.86 7.99 17.13
H76 6.20 10.47 16.86
H77 5.74 9.77 18.37
H78 4.23 11.23 18.86
H79 2.73 11.51 18.03
H80 4.33 12.37 17.56
N5 10.09 -2.87 21.70
S1 10.26 -2.17 20.39
O1 9.21 -2.35 19.48
O2 11.60 -1.89 19.89
F1 9.85 -0.76 21.11
S2 11.30 -4.03 21.46
O3 12.52 -3.55 21.98
O4 11.19 -4.89 20.29
F2 10.80 -4.96 22.65
N6 3.39 -8.27 20.69
S3 2.02 -9.17 20.51
O5 1.86 -10.47 21.06
O6 1.36 -8.92 19.24
F3 1.10 -8.25 21.59
S4 4.27 -9.37 19.99
O7 3.91 -9.71 18.62
O8 4.76 -10.37 20.89
F4 5.54 -8.45 19.63
N7 -9.18 -1.09 13.64
S5 -10.66 -1.90 13.59
O9 -11.34 -2.02 14.87
O10 -10.95 -2.83 12.48
F5 -11.35 -0.60 12.88
S6 -8.29 -2.29 13.44
O11 -8.12 -2.96 12.11
O12 -8.24 -3.16 14.55
F6 -6.87 -1.53 13.55
N8 10.78 0.16 10.35
S7 11.97 -1.06 10.51
O13 12.16 -1.78 11.77
O14 13.07 -1.08 9.51
F7 11.01 -2.18 9.88
S8 11.63 1.02 11.09
O15 12.53 1.86 10.36
O16 11.94 0.71 12.45
F8 10.43 2.10 11.38
N9 13.21 -13.53 14.98
S9 14.41 -13.50 16.17
O17 14.90 -14.84 16.53
O18 14.41 -12.43 17.19
F9 15.67 -12.94 15.22
S10 12.00 -13.18 15.72
O19 11.40 -11.89 15.39
O20 11.88 -13.86 17.02
F10 10.98 -14.03 14.85
N10 3.68 -0.48 25.28
S11 2.62 -0.33 26.31
O21 1.23 -0.62 25.92
O22 2.89 0.56 27.44
F11 3.05 -1.76 27.04
S12 3.38 1.02 24.58
O23 4.40 1.97 25.03
O24 2.07 1.54 24.24
F12 3.87 0.64 23.10
N11 -4.69 -15.92 5.47
S13 -4.97 -14.51 5.34
O25 -4.04 -13.54 5.95
O26 -6.38 -14.07 5.19
F13 -4.57 -14.50 3.79
S14 -5.42 -15.96 7.00
O27 -6.88 -16.21 7.06
O28 -4.88 -15.25 8.18
F14 -4.99 -17.58 7.22
N12 4.56 -3.37 4.68
S15 3.12 -3.51 4.45
O29 2.47 -4.86 4.54
O30 2.55 -2.61 3.42
F15 2.45 -2.87 5.78
S16 5.03 -4.64 3.75
O31 4.93 -4.57 2.31
O32 5.00 -5.95 4.40
F16 6.67 -4.34 3.89



In eV, the orbital gap values for the records above are, in order, 7.4; 3.9; 2.8.